# 1
C3H4NiO3 as an isolated structure in a non-equilibrium geometry. Source: the OMol25 dataset; level of theory: the ωB97M-V functional and the def2-TZVPD basis.

## Properties
⟨S²⟩   3.76
Charge   -1
HOMO-LUMO gap (spin up / spin down)   7.96 / 6.44 eV
Spin multiplicity   4
Energy above the lowest of the compared OMol25 structures with the same formula, charge and spin   44.6 kcal per mole
Highest occupied orbital energy (spin up / spin down)   -0.1534 / -0.1621 hartree

Geometry (Å):
1 C -0.11938 -1.09681 0.27855
2 O -1.09920 1.50477 -0.36232
3 C -1.57538 0.47006 -0.87012
4 C 1.23106 -0.50096 0.51076
5 O -0.78783 -0.66327 -0.91187
6 O -2.70687 0.30685 -1.36983
7 H -0.02949 -2.19261 0.14600
8 H 1.90514 -1.24395 0.97215
9 H -0.79154 -0.94159 1.13841
10 H 2.28829 2.94866 0.18970
11 Ni 1.68520 1.40885 0.27857



# 2
C3H4NiO3 as an isolated structure in a non-equilibrium geometry. Source: the OMol25 dataset; level of theory: the ωB97M-V functional and the def2-TZVPD basis.

## Properties
⟨S²⟩   3.75
Charge   +1
HOMO-LUMO gap (spin up / spin down)   8.32 / 8.73 eV
Spin multiplicity   4
Energy above the lowest of the compared OMol25 structures with the same formula, charge and spin   0.0 kcal per mole
Highest occupied orbital energy (spin up / spin down)   -0.4664 / -0.5739 hartree

Geometry (Å):
1 H -2.13384 -1.25930 -1.02261
2 O -0.19854 -0.92114 -0.20110
3 Ni 2.62900 -0.39672 0.64612
4 C -1.58206 -1.08557 0.00143
5 C -2.15877 0.32587 -0.02548
6 H -1.77550 -1.64408 0.92205
7 H -2.46605 0.66998 0.96860
8 H -3.01011 0.49235 -0.69127
9 O 1.29329 0.71450 -0.05937
10 C 0.15270 0.45175 -0.39949
11 O -0.88020 1.20974 -0.34347



# 3
An isolated molecule of C3H4O in a non-equilibrium geometry. Source: the OMol25 dataset; level of theory: the ωB97M-V functional and the def2-TZVPD basis.

## Properties
HOMO-LUMO gap   9.82 eV
Energy above the lowest of the compared OMol25 structures with the same formula, charge and spin   40.0 kcal per mole
Highest occupied orbital energy   -0.3658 hartree
SMILES string   C=CC=O

Geometry (Å):
1 C 1.02646 -0.49236 0.05963
2 C 0.18724 0.48597 -0.06525
3 C -1.14470 0.35490 0.01048
4 O -1.61221 -0.77865 -0.12584
5 H 2.09489 -0.42781 -0.41080
6 H 0.82474 -1.71581 0.36223
7 H 0.43815 1.42714 -0.29438
8 H -1.81458 1.14661 0.46394



# 4
A 2-piece molecular cluster, C3H4O overall in a non-equilibrium geometry. Source: the OMol25 dataset; level of theory: the ωB97M-V functional and the def2-TZVPD basis.

## Properties
HOMO-LUMO gap   10.64 eV
Energy above the lowest of the compared OMol25 structures with the same formula, charge and spin   56.0 kcal per mole
Highest occupied orbital energy   -0.3678 hartree
SMILES string   C#C.C=O

Geometry (Å):
1 C 1.90905 0.38049 -0.41871
2 C 1.96490 -0.38357 0.50466
3 H 1.91145 0.80350 -1.37032
4 H 1.89724 -1.19180 1.19242
5 C -1.94814 0.06841 0.06661
6 O -1.10119 0.96817 0.23555
7 H -2.98165 0.26997 0.12380
8 H -1.65164 -0.91518 -0.33402



# 5
A 2-piece molecular cluster, C3H4O2 overall. Source: the OMol25 dataset; level of theory: the ωB97M-V functional and the def2-TZVPD basis.

## Properties
HOMO-LUMO gap   10.23 eV
Energy above the lowest of the compared OMol25 structures with the same formula, charge and spin   47.5 kcal per mole
Highest occupied orbital energy   -0.3459 hartree
SMILES string   C=C=O.C=O

Geometry (Å):
1 C -0.09057 -1.29793 0.11574
2 C -1.02940 -0.58215 0.70706
3 O -1.81759 0.02572 1.30457
4 H 0.14206 -1.17282 -0.93214
5 H 0.28377 -2.14446 0.67051
6 C 0.63253 1.29636 -0.46254
7 O -0.49455 1.44932 -0.86220
8 H 1.46304 1.03245 -1.14567
9 H 0.91070 1.39349 0.60466



# 6
An isolated molecule of C3H4O2. Source: the OMol25 dataset; level of theory: the ωB97M-V functional and the def2-TZVPD basis.

## Properties
HOMO-LUMO gap   10.90 eV
Energy above the lowest of the compared OMol25 structures with the same formula, charge and spin   43.1 kcal per mole
Highest occupied orbital energy   -0.3748 hartree
SMILES string   O=C[C@H]1CO1

Geometry (Å):
1 O 2.19577 0.40729 -0.35587
2 C 1.34584 -0.12085 0.31641
3 C -0.08060 0.36031 0.36762
4 C -1.07042 -0.10843 -0.60138
5 O -1.04098 -0.61639 0.72447
6 H 1.56939 -0.99648 0.95771
7 H -0.21838 1.34642 0.80797
8 H -1.92280 0.52940 -0.82906
9 H -0.77782 -0.80126 -1.38786



# 7
An isolated molecule of C3H4O2 in a non-equilibrium geometry. Source: the OMol25 dataset; level of theory: the ωB97M-V functional and the def2-TZVPD basis.

## Properties
HOMO-LUMO gap   10.67 eV
Energy above the lowest of the compared OMol25 structures with the same formula, charge and spin   23.8 kcal per mole
Highest occupied orbital energy   -0.3574 hartree
SMILES string   C=COC=O

Geometry (Å):
1 C 1.79208 -0.13829 -0.10519
2 C 0.45241 -0.29410 0.03082
3 O -0.45368 0.76072 -0.09897
4 C -1.79275 0.41122 0.01728
5 O -2.25782 -0.72255 -0.14789
6 H 2.43738 -0.98726 0.05993
7 H 2.14875 0.87645 -0.25474
8 H 0.00648 -1.24422 0.27942
9 H -2.33284 1.33805 0.21934



# 8
A 2-piece molecular cluster, C3H4O2S overall in a non-equilibrium geometry. Source: the OMol25 dataset; level of theory: the ωB97M-V functional and the def2-TZVPD basis.

## Properties
HOMO-LUMO gap   10.44 eV
Energy above the lowest of the compared OMol25 structures with the same formula, charge and spin   118.0 kcal per mole
Highest occupied orbital energy   -0.3817 hartree
SMILES string   C=S(=O)=O.C#C

Geometry (Å):
1 C -0.71930 -1.33924 -0.31980
2 S 0.76770 -1.86113 -0.55390
3 O 1.33931 -1.88755 -1.83496
4 O 1.52385 -2.54294 0.48822
5 H -1.33890 -0.66639 -0.82135
6 H -0.88615 -1.17786 0.74282
7 C -0.13814 2.15788 1.11036
8 C -0.23740 2.62669 0.02138
9 H 0.25638 1.75758 2.05128
10 H -0.56736 2.93296 -0.88405



# 9
An isolated molecule of C3H4O2S2. Source: the OMol25 dataset; level of theory: the ωB97M-V functional and the def2-TZVPD basis.

## Properties
HOMO-LUMO gap   10.29 eV
Energy above the lowest of the compared OMol25 structures with the same formula, charge and spin   1.2 kcal per mole
Highest occupied orbital energy   -0.3785 hartree
SMILES string   O=C(S)CC(=O)S

Geometry (Å):
1 O -0.14189 -2.06735 -0.53157
2 C 0.03400 -0.90916 -0.82538
3 S -0.80943 -0.08386 -2.17246
4 C 0.88702 0.00882 0.03233
5 C -0.02584 0.86893 0.88161
6 O -0.13248 2.03037 0.62390
7 S -1.08182 0.10176 2.08315
8 H -0.76499 1.12888 -1.60414
9 H 1.53406 -0.65635 0.61375
10 H 1.49063 0.67691 -0.57916
11 H -0.98927 -1.09894 1.47796



# 10
C3H4O2Tl as an isolated structure in a non-equilibrium geometry. Source: the OMol25 dataset; level of theory: the ωB97M-V functional and the def2-TZVPD basis.

## Properties
⟨S²⟩   0.75
HOMO-LUMO gap (spin up / spin down)   6.21 / 6.89 eV
Spin multiplicity   2
Energy above the lowest of the compared OMol25 structures with the same formula, charge and spin   53.3 kcal per mole
Highest occupied orbital energy (spin up / spin down)   -0.2560 / -0.2810 hartree

Geometry (Å):
1 O -1.09613 -0.94649 -0.96910
2 C -1.53216 -0.00777 -0.28830
3 C 1.29790 -0.68243 0.39295
4 O -0.58365 0.85963 0.22035
5 C 0.80661 0.62495 -0.11016
6 H 1.79281 -1.39131 -0.27169
7 H 1.19359 -0.92353 1.45323
8 H 0.92546 0.68729 -1.20055
9 H 1.33599 1.46111 0.37130
10 Tl -4.14043 0.31855 0.40196



# 11
An isolated molecule of C3H4O3. Source: the OMol25 dataset; level of theory: the ωB97M-V functional and the def2-TZVPD basis.

## Properties
HOMO-LUMO gap   10.47 eV
Energy above the lowest of the compared OMol25 structures with the same formula, charge and spin   21.5 kcal per mole
Highest occupied orbital energy   -0.3596 hartree
SMILES string   C=COC(=O)O

Geometry (Å):
1 C 1.12576 -1.17143 0.12371
2 C 1.24952 0.12243 -0.13246
3 O 0.21965 1.03305 -0.26747
4 C -1.01663 0.71218 0.16550
5 O -1.30805 0.24282 1.23266
6 O -1.88180 1.03935 -0.79771
7 H 2.01075 -1.79654 0.11574
8 H 0.17192 -1.63620 0.35224
9 H 2.19072 0.62090 -0.34135
10 H -2.76184 0.83345 -0.45087



# 12
C3H4O3 as an isolated structure. Source: the OMol25 dataset; level of theory: the ωB97M-V functional and the def2-TZVPD basis.

## Properties
HOMO-LUMO gap   10.91 eV
Energy above the lowest of the compared OMol25 structures with the same formula, charge and spin   38.9 kcal per mole
Highest occupied orbital energy   -0.3835 hartree

Geometry (Å):
1 O 0.47810 0.95035 1.43786
2 C -0.05963 0.49211 0.24274
3 C 0.68234 -0.28069 -0.90814
4 O -0.52845 -1.06675 -1.07872
5 C -0.86953 -0.78816 0.23019
6 O -1.40995 -1.49275 1.02162
7 H -0.12748 1.62561 1.78083
8 H -0.59719 1.28411 -0.28925
9 H 1.47374 -0.97342 -0.60798
10 H 0.96061 0.26929 -1.81112



# 13
A 2-piece molecular cluster, C3H4O3 overall in a non-equilibrium geometry. Source: the OMol25 dataset; level of theory: the ωB97M-V functional and the def2-TZVPD basis.

## Properties
HOMO-LUMO gap   8.74 eV
Energy above the lowest of the compared OMol25 structures with the same formula, charge and spin   139.5 kcal per mole
Highest occupied orbital energy   -0.3518 hartree

Geometry (Å):
1 C -0.97145 0.44179 -0.02436
2 C 0.43847 0.57819 0.01623
3 C -0.12567 -0.65180 -0.60012
4 O -2.01948 0.81052 0.38446
5 O 1.54323 1.29764 -0.34632
6 O 0.00803 -1.91319 -0.01308
7 H 0.39888 -0.10165 1.68016
8 H -0.09773 -0.88647 -1.60590
9 H 1.29130 2.21586 -0.27233
10 H -0.46559 -1.79089 0.78125



# 14
An isolated molecule of C3H4O3. Source: the OMol25 dataset; level of theory: the ωB97M-V functional and the def2-TZVPD basis.

## Properties
HOMO-LUMO gap   10.03 eV
Energy above the lowest of the compared OMol25 structures with the same formula, charge and spin   43.0 kcal per mole
Highest occupied orbital energy   -0.3653 hartree
SMILES string   O=CC(O)C=O

Geometry (Å):
1 O 1.17693 0.37874 1.73054
2 C 1.12903 -0.28138 0.72077
3 C 0.17813 -0.00038 -0.43363
4 O -0.22846 -1.19910 -1.04989
5 C -0.99195 0.90295 -0.02492
6 O -1.87042 1.19240 -0.79724
7 H 1.79106 -1.15629 0.55497
8 H 0.74898 0.54643 -1.19760
9 H -0.86827 -1.63898 -0.47403
10 H -0.98903 1.26282 1.02033



# 15
C3H4O3Pt as an isolated structure in a non-equilibrium geometry. Source: the OMol25 dataset; level of theory: the ωB97M-V functional and the def2-TZVPD basis.

## Properties
⟨S²⟩   2.05
Charge   +2
HOMO-LUMO gap (spin up / spin down)   7.21 / 5.90 eV
Spin multiplicity   3
Energy above the lowest of the compared OMol25 structures with the same formula, charge and spin   71.0 kcal per mole
Highest occupied orbital energy (spin up / spin down)   -0.6838 / -0.7336 hartree

Geometry (Å):
1 C 0.02099 0.87307 0.94419
2 O 0.16211 -0.75597 -0.89531
3 C -0.48427 0.32028 -1.22121
4 C 0.55441 -0.52729 0.84326
5 O -0.54948 1.24305 -0.25983
6 O -1.20390 0.31354 -2.21773
7 H -0.67083 1.07964 1.76513
8 H -0.19108 -1.24264 1.21171
9 H 1.34727 0.80829 0.94423
10 Pt -0.38680 -1.31527 -2.59999
11 H 1.40157 -0.79670 1.48554



# 16
An isolated molecule of C3H4O3S in a non-equilibrium geometry. Source: the OMol25 dataset; level of theory: the ωB97M-V functional and the def2-TZVPD basis.

## Properties
HOMO-LUMO gap   8.92 eV
Energy above the lowest of the compared OMol25 structures with the same formula, charge and spin   53.0 kcal per mole
Highest occupied orbital energy   -0.3247 hartree
SMILES string   O=COCC(O)=S

Geometry (Å):
1 O 1.68528 -1.68637 -0.15669
2 C 1.82159 -0.96210 0.79044
3 O 0.97511 -0.10899 1.32722
4 C -0.41626 -0.46276 0.79168
5 C -0.70272 0.27880 -0.54528
6 O -0.05814 -0.11871 -1.59512
7 S -1.67882 1.60035 -0.32271
8 H 2.80296 -0.59903 1.38236
9 H -0.34091 -1.52977 0.64482
10 H -1.07153 -0.27038 1.59600
11 H 0.43687 -1.01743 -1.28414



# 17
An isolated molecule of C3H4O3S in a non-equilibrium geometry. Source: the OMol25 dataset; level of theory: the ωB97M-V functional and the def2-TZVPD basis.

## Properties
HOMO-LUMO gap   8.17 eV
Energy above the lowest of the compared OMol25 structures with the same formula, charge and spin   108.9 kcal per mole
Highest occupied orbital energy   -0.3422 hartree
SMILES string   CC(=S)C(=O)OO

Geometry (Å):
1 C 0.65231 0.89932 -0.23250
2 C 1.27573 -0.43044 -0.10807
3 S 2.86029 -0.78074 -0.26094
4 C 0.27668 -1.72458 0.01905
5 O 0.59376 -2.86646 -0.00354
6 O -0.99894 -1.32149 0.19975
7 O -1.91459 -2.32965 0.52293
8 H 1.04286 1.28754 -1.19278
9 H -0.42377 0.87516 -0.47067
10 H 0.87994 1.55305 0.66453
11 H -1.88955 -3.13780 0.02591



# 18
A 2-piece molecular cluster, C3H4O3S overall in a non-equilibrium geometry. Source: the OMol25 dataset; level of theory: the ωB97M-V functional and the def2-TZVPD basis.

## Properties
HOMO-LUMO gap   8.68 eV
Energy above the lowest of the compared OMol25 structures with the same formula, charge and spin   82.5 kcal per mole
Highest occupied orbital energy   -0.3636 hartree

Geometry (Å):
1 C -1.03682 -0.43850 -0.38761
2 C 0.46521 -0.24632 0.07242
3 C -0.52855 -1.00996 0.79287
4 O 2.96307 -2.49045 0.48337
5 O -0.78917 -1.69415 1.75372
6 O 2.50273 -1.80985 2.81813
7 S 2.40182 -2.84608 1.77442
8 H -1.81715 0.26335 -0.56150
9 H -0.98261 -1.08862 -1.35427
10 H 1.16882 -0.68883 -0.65409
11 H 0.81593 0.67706 0.42990



# 19
C3H4O3Sc as an isolated structure in a non-equilibrium geometry. Source: the OMol25 dataset; level of theory: the ωB97M-V functional and the def2-TZVPD basis.

## Properties
Charge   +1
HOMO-LUMO gap (spin up / spin down)   6.64 / 6.76 eV
Energy above the lowest of the compared OMol25 structures with the same formula, charge and spin   99.0 kcal per mole
Highest occupied orbital energy (spin up / spin down)   -0.4359 / -0.4314 hartree

Geometry (Å):
1 O -0.85465 -0.08777 -1.38356
2 C 0.33318 -0.48084 -1.02967
3 O 1.38449 -0.10166 -1.71724
4 Sc 2.92668 0.13297 -0.48035
5 O 1.65082 -0.16651 0.96582
6 C 0.45494 -0.58545 0.42511
7 H 0.00998 -1.51189 0.82269
8 C -1.20764 0.47940 0.48493
9 H -2.01484 1.23255 0.53167
10 H -2.04208 -0.24467 0.47872
11 H -0.64088 1.33387 0.90187



# 20
C3H4O4 as an isolated structure in a non-equilibrium geometry. Source: the OMol25 dataset; level of theory: the ωB97M-V functional and the def2-TZVPD basis.

## Properties
HOMO-LUMO gap   11.32 eV
Energy above the lowest of the compared OMol25 structures with the same formula, charge and spin   60.6 kcal per mole
Highest occupied orbital energy   -0.3963 hartree

Geometry (Å):
1 C 0.86647 -0.82026 -0.00104
2 C -1.11874 -0.75016 -0.23820
3 C -0.22762 0.31841 0.21463
4 O -0.01930 -1.23969 -0.94837
5 O -2.21677 -1.10259 -0.06659
6 O 0.05973 1.15377 -0.91930
7 O -0.51313 1.11366 1.37395
8 H 1.74673 -0.32564 -0.34563
9 H 1.09624 -1.50019 0.76822
10 H 1.05054 1.10225 -0.98332
11 H -0.72415 2.05045 1.14566